124
Properties=species:S:1:pos:R:3 method="wB97M-V/def2-TZVPD" gap_ha=0.300 smiles="COCCCCCCC[C@@H]1CC(=O)N[C@@H]1[C@@H](C)F.c1cc[nH]c1.c1cc[nH]c1.c1cc[nH]c1.c1cc[nH]c1.c1cc[nH]c1.c1cc[nH]c1.c1cc[nH]c1.c1cc[nH]c1"
C 2.18178 -9.72789 3.41837
O 0.88015 -9.85582 2.88592
C -0.14232 -9.23806 3.63699
C -1.09647 -8.55896 2.66525
C -0.63977 -7.11738 2.33671
C -1.46285 -6.12574 3.15862
C -0.85000 -4.71964 3.40634
C 0.53481 -4.45332 2.82176
C 0.50422 -4.11887 1.31136
C 1.40500 -2.95221 0.89950
C 0.95398 -2.50430 -0.52169
C 1.62940 -3.55838 -1.41250
O 1.31951 -3.91453 -2.52797
N 2.77876 -4.09256 -0.71425
C 2.85651 -3.26959 0.50313
C 3.83623 -3.76715 1.56880
C 5.16009 -3.04275 1.49015
F 3.28776 -3.63722 2.83854
H 2.32457 -8.77618 3.93143
H 2.88490 -9.78599 2.59172
H 2.39566 -10.54169 4.11504
H -0.65988 -9.98865 4.24330
H 0.24151 -8.47144 4.31878
H -2.11030 -8.53754 3.06503
H -1.11032 -9.16744 1.76286
H 0.42448 -7.08526 2.55371
H -0.80916 -6.96508 1.27326
H -1.71840 -6.56660 4.12260
H -2.41013 -6.00403 2.63300
H -1.53857 -3.97907 2.99663
H -0.82115 -4.51814 4.47688
H 1.24173 -5.25062 3.03139
H 0.92988 -3.57199 3.32690
H -0.51699 -3.84322 1.05511
H 0.74941 -5.01700 0.74491
H 1.32231 -2.08462 1.55131
H -0.11137 -2.52181 -0.71567
H 1.44311 -1.57205 -0.80814
H 2.54757 -5.03682 -0.41537
H 3.24299 -2.30135 0.17087
H 4.03694 -4.82654 1.37422
H 5.02290 -1.96174 1.51208
H 5.82095 -3.31599 2.30942
H 5.65293 -3.29098 0.55167
N 1.11575 1.13668 1.97030
C 1.82633 2.12725 1.35154
C 1.30726 2.28969 0.09372
C 0.23679 1.36499 -0.04902
C 0.14544 0.66865 1.12498
H 1.28259 0.80147 2.90048
H 2.63637 2.62807 1.85337
H 1.65028 2.99398 -0.64798
H -0.38729 1.22678 -0.91618
H -0.52126 -0.11943 1.43157
N 0.94943 5.45396 -2.76293
C 1.59377 5.12576 -3.92843
C 0.98681 4.01136 -4.43990
C -0.06344 3.65240 -3.55432
C -0.05947 4.55624 -2.52808
H 1.19062 6.21709 -2.16362
H 2.43402 5.69993 -4.28053
H 1.27645 3.49615 -5.34025
H -0.73077 2.81250 -3.65299
H -0.67505 4.62711 -1.64691
N 3.10293 7.38771 -0.42100
C 3.47927 6.06894 -0.48332
C 4.29466 5.82001 0.58622
C 4.40789 7.02766 1.32795
C 3.66333 7.97528 0.68247
H 2.51687 7.86196 -1.08075
H 3.14617 5.42504 -1.27821
H 4.76011 4.87566 0.81326
H 4.97545 7.18219 2.22973
H 3.48634 9.01224 0.90908
N 3.30179 1.07458 -2.38793
C 3.88636 2.00993 -3.19692
C 4.37420 1.36551 -4.30226
C 4.07250 -0.01598 -4.15277
C 3.40894 -0.16190 -2.96367
H 2.85536 1.26662 -1.50786
H 3.89660 3.05023 -2.92061
H 4.88591 1.83102 -5.12781
H 4.31056 -0.80927 -4.84105
H 3.00329 -1.03653 -2.48397
N -2.16082 7.26395 -0.73711
C -2.64679 8.04121 0.27991
C -3.87209 7.54635 0.63577
C -4.13574 6.42751 -0.19988
C -3.05933 6.27618 -1.03193
H -1.28340 7.39900 -1.20056
H -2.08265 8.87516 0.66009
H -4.51073 7.94324 1.40628
H -5.01502 5.80561 -0.18990
H -2.86005 5.55816 -1.80911
N -2.73249 -8.11105 6.87390
C -3.97308 -7.72740 7.30308
C -3.82513 -6.57885 8.03405
C -2.43979 -6.25712 8.04487
C -1.79275 -7.22196 7.32091
H -2.54188 -8.92360 6.31839
H -4.84927 -8.29944 7.05194
H -4.62028 -6.02904 8.50828
H -1.97439 -5.41508 8.52848
H -0.75071 -7.35200 7.08358
N -2.77597 0.52568 -7.04298
C -2.82371 1.87577 -6.82250
C -1.56959 2.28376 -6.45547
C -0.73218 1.13409 -6.45497
C -1.50634 0.06629 -6.82137
H -3.55362 -0.04155 -7.32120
H -3.74034 2.42642 -6.94449
H -1.28216 3.29288 -6.21258
H 0.31702 1.09529 -6.21188
H -1.26330 -0.97503 -6.94282
N -6.81398 8.04890 -3.51957
C -5.59344 8.27726 -2.94469
C -5.39885 9.63169 -2.90591
C -6.54823 10.24355 -3.47834
C -7.40345 9.24042 -3.84642
H -7.21555 7.14478 -3.67768
H -4.97428 7.46430 -2.61092
H -4.53028 10.12919 -2.50855
H -6.72591 11.29839 -3.60353
H -8.37493 9.27174 -4.30855

***

94
Properties=species:S:1:pos:R:3 method="wB97M-V/def2-TZVPD" relative_energy_ev=1.592 gap_ha=0.248
Ti -0.83951 -0.27195 0.65325
Br -3.55632 2.88660 -1.90328
C -4.05874 1.11236 -1.49445
C -5.22727 0.55951 -2.06301
C -5.61079 -0.70943 -1.74506
Br -7.17791 -1.41566 -2.54277
C -4.86412 -1.49536 -0.82972
C -5.17547 -2.80805 -0.40434
C -4.38656 -3.41520 0.52773
C -3.26067 -2.73861 1.03622
N -2.91823 -1.54656 0.62941
C -3.71054 -0.92026 -0.28429
C -3.27660 0.38284 -0.64162
O -2.15021 0.82589 -0.09184
H -5.81270 1.14738 -2.75573
H -6.03529 -3.31452 -0.82103
H -4.61169 -4.41084 0.88391
H -2.61927 -3.20087 1.77886
Se 2.84999 -2.28292 3.26848
C 1.44792 -1.73764 2.30787
N 0.52454 -1.37705 1.69930
F -4.66896 -0.18053 2.59477
C -4.03035 0.73112 3.31254
F -3.89975 1.84760 2.56104
F -4.76328 1.04040 4.37741
S -2.38760 0.12807 3.87075
O -2.68464 -0.90699 4.80699
O -1.80386 1.33203 4.43977
O -1.71552 -0.35702 2.66176
O 0.40803 0.42803 -0.34139
Si 1.52547 1.00947 -1.41531
C 3.13615 0.26166 -0.87170
C 4.18503 0.99478 -0.30996
C 5.32121 0.35362 0.17097
C 5.41966 -1.03040 0.09624
C 4.38438 -1.77141 -0.45821
C 3.25023 -1.13126 -0.93663
C 1.08548 0.49362 -3.15013
C -0.25371 0.41783 -3.54269
C -0.60292 0.02959 -4.82600
C 0.38872 -0.28369 -5.74747
C 1.72524 -0.19859 -5.38381
C 2.06779 0.18563 -4.09270
C 1.44202 2.87411 -1.43838
C 2.43818 3.65374 -2.02446
C 2.31386 5.03626 -2.10245
C 1.17518 5.66039 -1.61234
C 0.16003 4.89537 -1.04815
C 0.29440 3.51722 -0.96173
H 4.10617 2.07524 -0.24091
H 6.13225 0.93273 0.59815
H 6.30189 -1.53235 0.47389
H 4.46014 -2.85059 -0.51602
H 2.43550 -1.72087 -1.35043
H -1.03510 0.66923 -2.83306
H -1.64751 -0.04892 -5.10284
H 0.11812 -0.59218 -6.75022
H 2.49958 -0.44110 -6.10190
H 3.11703 0.23222 -3.81357
H 3.32926 3.17886 -2.42788
H 3.09922 5.62707 -2.55807
H 1.06844 6.73563 -1.69084
H -0.75045 5.37941 -0.70580
H -0.51075 2.91505 -0.55043
C 2.07749 -5.44293 1.14559
C 1.06945 -5.15374 0.07096
C 0.61935 -6.14483 -0.78926
C -0.34005 -5.76888 -1.71235
N -0.80927 -4.53291 -1.80457
C -0.28982 -3.63017 -0.95259
S -0.87002 -2.00220 -1.23442
N 0.62032 -3.90152 -0.01118
H 2.58800 -6.38915 0.96353
H 1.58117 -5.49988 2.11659
H 2.80768 -4.63631 1.20517
H 0.99721 -7.15689 -0.73652
H -0.76133 -6.49197 -2.40543
N -1.28073 3.80895 2.87422
C 0.20698 3.91244 2.89069
P 0.90657 2.30009 2.28915
O 2.16049 2.55891 1.52190
O -0.34433 1.66006 1.74848
C 1.51372 1.31033 3.73406
N 2.98152 1.08451 3.51320
H -1.58182 3.51928 1.93951
H -1.75608 4.66195 3.15172
H -1.57688 3.00011 3.46109
H 0.53189 4.16110 3.89807
H 0.52066 4.68079 2.18564
H 1.00696 0.34726 3.71612
H 1.32699 1.77507 4.69901
H 3.18354 1.52734 2.58604
H 3.17907 0.06971 3.44717
H 3.56648 1.51372 4.22169

***

15
Properties=species:S:1:pos:R:3 method="wB97M-V/def2-TZVPD" relative_energy_ev=3.133 gap_ha="0.242 / 0.242"
C 1.25629 1.13406 -0.28985
C -1.38924 0.83851 0.02682
C 0.07800 0.79836 0.39667
C 0.09814 -1.88216 -0.64295
O 0.33956 0.44047 1.65380
Cl -0.74492 -2.48424 -2.01058
Cl 1.77540 -2.16605 -0.79698
Br -0.62889 -2.51568 1.21754
H 1.23277 1.70137 -1.13496
H 1.85173 1.60216 0.53959
H 1.76517 0.08700 -0.43395
H -2.07400 0.06588 0.28205
H -1.91448 1.77493 0.31673
H -1.33587 0.91559 -1.07494
H -0.30966 -0.31021 1.95102

***

The records above yield molecular weight values of 796.1 1129.5 221.9 g mol⁻¹, respectively.